Below is C8H10HfN2O2 as an isolated structure at a distorted geometry, with properties calculated with ωB97M-V/def2-TZVPD.

Structure (ORCA input):
```
! RIJCOSX wB97M-V def2-TZVPD def2/J DEFGRID3
* xyz 0 1
H -1.63287 1.55647 -1.08260
C 0.88413 2.37447 -1.98260
H -1.12027 2.17797 0.56060
N -0.55517 0.28537 3.56330
H 2.17943 -2.01643 -0.47220
H 0.48423 -0.87973 -2.25080
H 0.12103 2.81587 -2.62980
C 0.20063 -1.38243 -1.32360
C 0.31873 -2.42583 0.72640
H 1.93453 2.46577 -2.28520
H 2.43843 1.36467 -0.10730
C -1.04857 -2.13543 0.45950
O -1.20367 0.58607 4.51780
N 1.45183 1.23917 0.12990
O -1.03587 0.47737 2.35540
H -2.02857 -1.11413 -1.28610
C 1.09323 -1.95933 -0.37780
C -1.12267 -1.47913 -0.80220
H 0.71073 -2.89683 1.62960
Hf 0.13973 -0.06743 0.62990
H -1.88907 -2.33763 1.12590
C 0.53753 1.80667 -0.79180
C -0.85737 1.54457 -0.30630
*
```

Computed properties:
- Maximum force: 5.13 eV/A
- HOMO energy: -8.188 eV
- Total energy: -16837.1032 eV
- E_LUMO: -0.052 eV
- Orbital gap: 8.1356 eV